(1)
Formula: C24H38ClIN4NaO6S
Source: the OMol25 dataset
Level of theory: ωB97M-V with the def2-TZVPD basis set

Structure (XYZ):
```
76
Properties=species:S:1:pos:R:3:mulliken_charge:R:1
N -1.965 -8.010 -1.144 -0.499
C -1.522 -6.633 -1.042 0.355
C -2.519 -5.545 -1.199 0.812
C -4.020 -5.876 -1.511 -1.219
C -4.895 -5.866 -0.180 -0.595
C -5.669 -4.476 -0.103 -0.967
I -4.764 -3.271 1.454 -0.006
C -2.166 -4.123 -1.075 -0.753
C -0.764 -3.825 -0.809 -0.337
C 0.241 -4.906 -0.682 1.181
C -0.114 -6.309 -0.780 -0.141
O 0.878 -7.287 -0.634 -0.266
N 1.003 -7.516 0.761 0.104
O 2.110 -7.351 1.074 -0.203
C 1.595 -4.185 -0.458 -0.497
O 2.672 -4.694 -0.586 -0.461
N 1.320 -2.785 -0.116 -0.047
C -0.010 -2.496 -0.643 0.159
O -0.319 -1.353 -0.898 -0.575
H -1.413 -8.589 -0.507 0.306
H -1.855 -8.337 -2.108 0.271
H -4.034 -6.871 -2.037 0.385
H -4.354 -5.119 -2.273 0.513
H -5.583 -6.748 -0.215 0.317
H -4.167 -5.956 0.670 0.418
H -6.756 -4.684 0.068 0.433
H -5.607 -3.883 -1.049 0.353
H -2.905 -3.299 -1.164 0.458
H 1.294 -2.768 0.913 0.307
Cl 4.868 -5.148 -0.449 -0.834
C 5.218 2.040 2.409 -1.166
C 3.982 2.104 3.306 -0.539
C 2.833 1.188 2.903 -0.306
N 1.988 1.624 1.676 0.456
C 2.331 0.691 0.517 -0.955
C 1.667 1.095 -0.783 -0.535
C 1.995 2.531 -1.147 -1.150
C 1.542 3.459 -0.031 -0.492
C 2.189 3.085 1.300 -1.240
C 0.536 1.418 2.067 -1.203
H 4.981 2.076 1.343 0.313
H 5.880 2.877 2.630 0.325
H 5.778 1.120 2.590 0.395
H 3.638 3.135 3.414 0.283
H 4.298 1.806 4.310 0.451
H 2.146 1.121 3.748 0.341
H 3.193 0.176 2.707 0.342
H 3.417 0.704 0.408 0.443
H 2.021 -0.315 0.806 0.629
H 2.011 0.430 -1.577 0.542
H 0.584 0.961 -0.725 0.241
H 1.510 2.804 -2.089 0.454
H 3.073 2.636 -1.303 0.386
H 0.453 3.439 0.053 -0.167
H 1.818 4.497 -0.287 0.839
H 1.797 3.692 2.117 0.595
H 3.258 3.265 1.204 0.424
H 0.317 2.073 2.911 0.431
H 0.404 0.375 2.347 0.380
H -0.112 1.665 1.230 0.442
C -0.590 6.986 -0.963 -0.479
C -0.832 6.485 -2.394 -0.589
C -1.924 5.409 -2.329 -0.804
S -2.934 5.809 -0.902 1.241
O -2.774 4.751 0.081 -0.650
O -4.218 6.258 -1.340 -0.608
C -1.976 7.222 -0.368 -0.718
H 0.013 7.893 -0.948 0.456
H -0.060 6.221 -0.387 0.139
H -1.172 7.315 -3.016 0.409
H 0.082 6.092 -2.845 0.384
H -2.544 5.411 -3.223 0.457
H -1.498 4.413 -2.176 0.507
H -1.972 7.281 0.719 0.432
H -2.439 8.115 -0.790 0.417
Na -0.487 4.482 -0.447 0.475
```

Computed properties:
Frontier orbital gap, eV: 1.56
Highest occupied orbital energy, eV: -5.842
Total charge: +1
Calculated total energy, a.u.: -2925.5497


(2)
Formula: C24H38CsF2N3O5PS
Source: the OMol25 dataset
Level of theory: ωB97M-V with the def2-TZVPD basis set

Structure (XYZ):
```
75
Properties=species:S:1:pos:R:3:mulliken_charge:R:1
C -0.816 -2.059 3.896 -1.017
C -0.898 -2.209 2.307 0.876
P 0.456 -1.107 1.501 -1.262
C -0.258 -0.378 -0.034 -1.270
C 1.982 -2.161 1.054 2.366
C 1.925 -3.249 2.011 -0.925
N 1.965 -4.173 2.717 -0.626
C 1.699 -2.782 -0.328 -0.349
C 2.635 -3.895 -0.762 -1.507
F 0.422 -3.298 -0.286 -0.378
C 3.326 -1.331 1.128 1.568
C 3.841 -1.045 -0.197 -0.861
N 4.183 -0.959 -1.302 -0.581
C 3.272 0.078 1.879 -0.068
C 2.834 1.253 0.939 0.470
O 3.618 1.958 0.387 -0.469
S 4.675 -2.243 1.999 1.356
C 6.210 -1.355 1.722 -1.142
O 4.400 -2.196 3.402 -0.693
O 4.832 -3.539 1.433 -0.622
H -0.010 -1.264 4.131 -0.030
H -0.564 -2.987 4.385 0.314
H -1.796 -1.673 4.255 0.582
H -1.835 -1.803 1.958 -0.308
H -0.826 -3.227 1.960 0.583
H 0.428 -0.367 -0.873 0.531
H -0.490 0.651 0.190 0.455
H -1.156 -0.904 -0.266 0.092
H 1.679 -2.037 -1.106 0.631
H 3.368 -3.516 -1.454 0.385
H 3.072 -4.452 0.051 0.268
H 2.033 -4.589 -1.330 0.521
H 4.285 0.326 2.155 0.747
H 2.706 0.051 2.832 -0.796
H 1.748 1.410 0.832 -0.113
H 6.312 -1.122 0.675 0.360
H 6.173 -0.451 2.312 0.455
H 7.006 -1.975 2.090 0.465
C -3.712 -0.476 0.297 0.101
O -2.908 -0.014 1.101 -0.699
N -5.010 -0.191 0.272 0.207
C -5.906 -0.769 -0.715 -0.957
C -5.546 0.731 1.262 -0.964
H -3.410 -1.183 -0.487 0.301
H -6.365 0.024 -1.305 0.353
H -6.689 -1.339 -0.213 0.394
H -5.358 -1.431 -1.380 0.293
H -5.048 1.696 1.175 0.306
H -5.368 0.342 2.265 0.281
H -6.613 0.857 1.106 0.394
F -3.367 0.517 -2.074 -0.099
C -2.626 0.587 -3.210 0.495
C -2.783 1.674 -4.043 -0.525
C -2.020 1.745 -5.200 -0.448
C -1.125 0.731 -5.509 -0.582
C -0.987 -0.357 -4.659 -0.600
C -1.739 -0.431 -3.495 -0.296
H -3.491 2.451 -3.787 0.435
H -2.126 2.594 -5.860 0.394
H -0.536 0.788 -6.414 0.396
H -0.295 -1.151 -4.902 0.396
H -1.641 -1.269 -2.817 0.462
C 0.744 5.423 0.759 -1.474
C 0.324 4.187 -0.020 0.898
C -0.189 4.549 -1.404 -1.380
O -0.692 3.476 0.703 -0.461
H -0.106 6.095 0.899 0.372
H 1.105 5.149 1.751 0.341
H 1.534 5.967 0.241 0.382
H 1.173 3.508 -0.112 0.013
H -1.068 5.193 -1.331 0.346
H -0.490 3.652 -1.948 0.299
H 0.574 5.068 -1.985 0.392
H -1.450 4.061 0.792 0.301
Cs 0.773 0.166 3.987 0.920
```

Computed properties:
Frontier orbital gap, eV: 8.72
Highest occupied orbital energy, eV: -11.457
Total charge: +1
Calculated total energy, a.u.: -2436.7355


(3)
Formula: C24H38N2
Source: the OMol25 dataset
Level of theory: ωB97M-V with the def2-TZVPD basis set

Structure (XYZ):
```
64
Properties=species:S:1:pos:R:3:mulliken_charge:R:1
C 9.188 2.633 -0.852 -1.305
C 8.969 1.151 -1.109 -0.460
C 7.958 0.537 -0.144 -0.305
H 7.013 1.081 -0.233 0.155
H 8.319 0.670 0.878 0.321
C 7.749 -0.952 -0.413 -0.650
C 6.931 -1.667 0.663 -0.973
C 5.505 -1.147 0.852 -0.351
H 5.046 -1.681 1.687 0.425
H 5.526 -0.086 1.101 0.351
C 4.651 -1.365 -0.409 -1.067
N 3.277 -0.987 -0.158 0.262
C 2.883 0.283 -0.338 -0.058
C 1.604 0.690 -0.047 -0.949
C 0.671 -0.225 0.467 0.951
C 1.119 -1.542 0.654 -0.835
C 2.410 -1.886 0.333 -0.167
H 2.767 -2.897 0.460 0.436
H 0.454 -2.308 1.019 0.493
C -0.693 0.177 0.794 1.015
C -1.401 -0.416 1.854 -0.788
C -2.673 0.005 2.154 -0.299
N -3.278 0.979 1.456 0.206
C -2.638 1.549 0.424 -0.224
C -1.360 1.181 0.076 -0.823
H -0.894 1.660 -0.770 0.472
H -3.163 2.322 -0.117 0.411
C -4.642 1.352 1.773 -1.272
H -4.824 2.368 1.422 0.427
H -4.768 1.325 2.857 0.417
C -5.649 0.393 1.117 -0.178
C -5.665 0.489 -0.406 -0.341
C -6.691 -0.459 -1.037 -0.935
C -8.140 -0.055 -0.769 -0.508
C -9.122 -0.930 -1.542 -0.426
C -10.568 -0.536 -1.294 -1.321
H -10.748 0.493 -1.601 0.331
H -11.239 -1.181 -1.854 0.390
H -10.816 -0.613 -0.237 0.336
H -8.976 -1.977 -1.259 0.340
H -8.908 -0.862 -2.612 0.338
H -8.364 -0.134 0.297 0.295
H -8.287 0.987 -1.061 0.306
H -6.527 -0.465 -2.116 0.362
H -6.520 -1.474 -0.673 0.322
H -4.677 0.236 -0.804 0.289
H -5.901 1.512 -0.706 0.319
H -5.433 -0.633 1.421 0.274
H -6.633 0.656 1.506 0.337
H -3.226 -0.428 2.975 0.444
H -0.948 -1.179 2.465 0.492
H 1.342 1.726 -0.194 0.479
H 3.615 0.975 -0.728 0.445
H 4.690 -2.418 -0.695 0.310
H 5.046 -0.762 -1.228 0.334
H 7.445 -1.557 1.620 0.375
H 6.895 -2.733 0.433 0.359
H 7.294 -1.092 -1.396 0.231
H 8.727 -1.434 -0.450 0.469
H 8.627 1.005 -2.138 0.343
H 9.921 0.625 -1.015 0.331
H 8.258 3.190 -0.957 0.320
H 9.911 3.037 -1.554 0.394
H 9.563 2.796 0.157 0.327
```

Computed properties:
Frontier orbital gap, eV: 7.03
Highest occupied orbital energy, eV: -14.965
Total charge: +2
Calculated total energy, a.u.: -1046.2923


(4)
Formula: C24H38N2O5Re
Source: the OMol25 dataset
Level of theory: ωB97M-V with the def2-TZVPD basis set

Structure (XYZ):
```
70
Properties=species:S:1:pos:R:3:mulliken_charge:R:1
Re -0.489 0.886 0.153 2.857
C 1.058 -0.133 -1.072 -0.937
C 1.133 -0.673 0.278 0.339
C -0.113 -1.389 0.510 0.459
C -0.868 -1.240 -0.686 -1.059
C -0.157 -0.512 -1.691 0.046
C -0.523 -0.463 -3.163 1.621
C 0.493 0.368 -3.943 -1.686
C -0.468 -1.928 -3.640 -1.651
C -1.931 0.078 -3.401 -1.133
C -0.619 -2.324 1.626 1.726
C -0.271 -3.759 1.182 -1.569
C -2.140 -2.258 1.762 -1.831
C -0.051 -2.029 3.017 -1.948
C 2.504 -0.790 0.989 2.037
C 2.589 -0.101 2.361 -1.654
C 2.825 -2.289 1.112 -1.771
C 3.620 -0.204 0.112 -1.960
H 1.867 0.368 -1.575 1.148
H -1.880 -1.603 -0.809 0.528
H 1.499 -0.046 -3.855 0.391
H 0.508 1.408 -3.602 0.250
H 0.232 0.370 -5.001 0.421
H 0.508 -2.372 -3.432 0.390
H -0.634 -1.962 -4.717 0.478
H -1.235 -2.538 -3.160 0.354
H -1.962 1.161 -3.260 0.064
H -2.669 -0.405 -2.757 0.216
H -2.227 -0.109 -4.434 0.576
H -0.703 -3.982 0.204 0.325
H -0.690 -4.462 1.903 0.480
H 0.799 -3.935 1.128 0.259
H -2.677 -2.558 0.859 0.351
H -2.450 -1.268 2.074 0.317
H -2.444 -2.945 2.550 0.555
H 1.024 -2.165 3.088 0.255
H -0.509 -2.716 3.729 0.587
H -0.304 -1.015 3.335 0.251
H 1.666 -0.145 2.931 0.073
H 2.861 0.945 2.239 0.401
H 3.375 -0.570 2.954 0.486
H 2.250 -2.776 1.892 0.259
H 3.880 -2.402 1.364 0.584
H 2.651 -2.805 0.166 0.350
H 3.480 0.854 -0.107 0.275
H 3.734 -0.753 -0.826 0.345
H 4.558 -0.296 0.659 0.492
O -2.318 3.884 -2.194 -0.432
C -2.016 2.885 -1.429 0.129
O -0.866 2.615 -1.066 -0.869
C -3.175 2.061 -0.997 -0.481
O -2.686 1.055 -0.095 -0.633
C -3.427 1.011 1.177 -0.607
C -2.479 1.444 2.289 0.343
O -2.886 1.666 3.387 -0.560
O -1.218 1.540 1.900 -0.873
H -1.541 4.410 -2.453 0.425
H -3.910 2.699 -0.511 0.639
H -3.650 1.607 -1.867 0.400
H -4.297 1.657 1.133 0.550
H -3.767 -0.005 1.337 0.394
N 2.574 3.716 0.686 -0.051
C 2.129 3.694 1.992 -0.708
C 1.156 2.759 2.042 -0.629
N 1.007 2.211 0.770 0.268
C 1.881 2.827 -0.018 -0.549
H 3.298 4.315 0.318 0.268
H 2.537 4.333 2.756 0.449
H 0.552 2.445 2.871 0.568
H 2.004 2.657 -1.074 0.611
```

Computed properties:
Frontier orbital gap (alpha / beta), eV: 8.36 / 7.93
Multiplicity: 2
Highest occupied orbital energy (alpha / beta), eV: -15.134 / -15.398
Total charge: +2
Calculated total energy, a.u.: -1500.8112


(5)
Formula: C24H39B2HfIN6O2PS4
Source: the OMol25 dataset
Level of theory: ωB97M-V with the def2-TZVPD basis set

Structure (XYZ):
```
80
Properties=species:S:1:pos:R:3:mulliken_charge:R:1
Hf -0.135 -0.201 1.021 -0.997
C -2.030 2.951 -1.054 -0.914
C -3.231 2.190 -0.515 -0.784
S -2.843 0.440 -0.202 0.398
C -4.203 0.051 0.954 -0.888
C -3.913 -1.171 1.802 -1.054
S -2.398 -1.109 2.796 0.331
C -2.767 0.014 4.170 -0.876
C -2.692 1.496 3.841 -1.006
S -1.148 1.907 2.965 0.374
C -1.539 3.560 2.329 -0.853
C -0.586 3.929 1.207 -1.100
S -0.471 2.731 -0.150 0.312
H -2.247 4.019 -1.071 0.580
H -1.798 2.648 -2.075 0.275
H -4.040 2.215 -1.245 0.585
H -3.596 2.622 0.415 0.393
H -5.096 -0.128 0.354 0.590
H -4.370 0.935 1.565 0.223
H -3.781 -2.059 1.183 0.426
H -4.748 -1.356 2.477 0.618
H -2.032 -0.251 4.931 0.364
H -3.754 -0.238 4.559 0.574
H -2.697 2.075 4.765 0.624
H -3.526 1.825 3.223 0.388
H -1.420 4.265 3.152 0.561
H -2.580 3.574 2.010 0.369
H 0.438 4.016 1.573 0.388
H -0.867 4.889 0.773 0.564
I 1.494 -0.488 7.204 0.227
C 1.144 -1.151 5.278 -1.056
C 1.100 -2.454 4.812 -0.016
N 0.819 -2.406 3.507 0.206
N 0.679 -1.139 3.078 0.371
C 0.891 -0.367 4.159 -0.396
H 1.271 -3.388 5.323 0.530
H 0.833 -3.170 2.840 -0.103
H 0.896 0.707 4.093 0.673
B 1.311 -3.545 0.566 0.126
C -0.061 -2.862 0.481 0.062
N -0.945 -2.094 0.387 -0.292
H 1.962 -2.512 0.763 0.047
H 1.376 -4.340 1.463 -0.049
H 1.591 -4.043 -0.489 -0.047
C -1.182 -2.264 -4.988 -0.747
N -0.823 -0.769 -5.030 0.083
C 0.682 -0.652 -5.346 -0.774
N 1.446 -1.386 -4.405 0.259
C 1.054 -2.794 -4.398 -0.995
N -0.361 -2.937 -4.050 0.198
C -0.641 -2.604 -2.663 -1.319
P -0.233 -0.814 -2.275 1.594
C -1.166 -0.098 -3.738 -1.266
C 1.460 -0.797 -3.073 -1.436
H -1.020 -2.652 -5.993 0.385
H -2.238 -2.341 -4.730 0.383
H -1.351 -0.324 -5.784 0.349
H 0.936 0.407 -5.330 0.368
H 0.818 -1.048 -6.353 0.360
H 1.663 -3.339 -3.679 0.381
H 1.222 -3.220 -5.387 0.305
H -0.045 -3.252 -2.021 0.463
H -1.693 -2.790 -2.436 0.384
H -0.941 0.965 -3.834 0.534
H -2.237 -0.209 -3.562 0.474
H 2.144 -1.357 -2.433 0.474
H 1.830 0.228 -3.114 0.506
O 2.552 1.217 1.626 -0.296
B 1.884 0.597 0.584 1.260
O 2.676 0.539 -0.547 0.576
C 3.880 1.134 -0.192 0.629
C 5.007 1.330 -0.961 -1.087
C 6.069 1.971 -0.335 -0.697
C 5.992 2.390 0.994 -0.591
C 4.849 2.189 1.758 -1.157
C 3.805 1.550 1.126 0.693
H 5.063 1.002 -1.989 0.532
H 6.979 2.148 -0.891 0.444
H 6.843 2.884 1.441 0.449
H 4.788 2.510 2.788 0.533
```

Computed properties:
Frontier orbital gap, eV: 6.56
Highest occupied orbital energy, eV: -15.196
Total charge: +3
Calculated total energy, a.u.: -3745.6339


(6)
Formula: C24H39BrGeIrN2O3S
Source: the OMol25 dataset
Level of theory: ωB97M-V with the def2-TZVPD basis set

Structure (XYZ):
```
72
Properties=species:S:1:pos:R:3:mulliken_charge:R:1
Ir 0.119 0.053 0.022 1.435
C 0.215 3.712 2.122 -1.564
C -0.734 3.285 1.007 1.528
C -1.114 4.531 0.207 -2.043
C -1.989 2.623 1.560 -1.118
O -0.062 2.340 0.136 -0.303
Ge 0.125 2.412 -1.724 -0.311
O 1.409 0.962 -1.404 -0.074
C 2.808 0.830 -1.762 1.307
C 3.102 1.797 -2.904 -1.979
C 3.049 -0.593 -2.240 -1.341
C 3.667 1.171 -0.551 -1.432
O -1.056 0.802 -1.629 0.095
C -1.774 0.166 -2.715 1.328
C -1.501 -1.335 -2.721 -1.281
C -1.323 0.763 -4.048 -1.959
C -3.263 0.432 -2.523 -1.539
H -0.318 4.306 2.865 0.408
H 0.660 2.839 2.587 0.259
H 1.031 4.312 1.716 0.400
H -1.579 5.265 0.863 0.474
H -0.224 4.980 -0.236 0.462
H -1.820 4.278 -0.588 0.449
H -2.505 3.285 2.254 0.526
H -2.670 2.375 0.742 0.152
H -1.726 1.693 2.075 -0.107
H 2.419 1.625 -3.739 0.378
H 2.991 2.830 -2.570 0.453
H 4.123 1.653 -3.251 0.490
H 2.496 -0.776 -3.163 0.352
H 4.110 -0.756 -2.430 0.472
H 2.712 -1.308 -1.498 0.194
H 3.492 2.209 -0.261 0.315
H 3.406 0.538 0.300 0.265
H 4.724 1.046 -0.779 0.468
H -0.438 -1.521 -2.539 0.132
H -2.086 -1.840 -1.952 0.235
H -1.769 -1.767 -3.684 0.550
H -0.254 0.593 -4.196 0.321
H -1.870 0.302 -4.868 0.525
H -1.517 1.837 -4.069 0.481
H -3.599 0.041 -1.562 0.269
H -3.464 1.504 -2.555 0.363
H -3.830 -0.054 -3.317 0.443
Br -2.195 -1.038 0.865 -0.104
C -1.601 -2.771 0.407 0.622
C -2.509 -3.783 0.214 -0.444
C -2.030 -5.058 -0.105 -0.826
C -0.673 -5.280 -0.191 -0.927
C 0.244 -4.233 0.017 0.818
C 1.643 -4.444 -0.057 -0.867
C 2.531 -3.409 0.171 -0.577
C 2.060 -2.135 0.463 -0.580
C 0.683 -1.831 0.437 0.624
C -0.231 -2.927 0.296 0.486
H -3.572 -3.602 0.310 0.522
H -2.732 -5.862 -0.275 0.448
H -0.295 -6.266 -0.432 0.473
H 2.014 -5.441 -0.258 0.482
H 3.598 -3.583 0.130 0.504
H 2.776 -1.363 0.704 0.284
C -1.181 0.535 5.590 -1.215
N -0.408 0.785 4.378 -0.026
C 0.227 -0.132 3.685 0.620
N 0.199 -1.402 4.071 -0.279
S 1.182 0.361 2.306 -0.362
H -1.624 1.472 5.914 0.362
H -0.546 0.161 6.395 0.405
H -1.982 -0.180 5.396 0.391
H -0.324 1.738 4.055 0.247
H -0.169 -1.669 4.971 0.237
H 0.742 -2.080 3.563 0.202
```

Computed properties:
Frontier orbital gap (alpha / beta), eV: 7.04 / 5.46
Multiplicity: 2
Highest occupied orbital energy (alpha / beta), eV: -14.116 / -14.149
Total charge: +2
Calculated total energy, a.u.: -6426.0785